Run 1
The following is a DFT calculation (wB97M-V/def2-TZVPD) of a 9-piece molecular cluster, C9H36O9 overall.

Computed properties:
E_HOMO	-10.122	eV
SMILES	CO.CO.CO.CO.CO.CO.CO.CO.CO
HOMO-LUMO gap	10.7	eV
LUMO	0.609	eV

ORCA input file:
```
! RIJCOSX wB97M-V def2-TZVPD def2/J DEFGRID3
* xyz 0 1
H 0.64 -3.59 -0.11
C 0.30 2.12 3.74
H -1.58 -0.43 2.35
H 1.76 -0.19 -4.29
H -0.03 0.56 -2.47
C -3.77 -1.28 -2.90
H 2.34 -3.50 -0.75
H 0.40 -2.96 3.99
H -3.14 -0.32 -4.43
C -0.41 -3.15 3.35
H 0.51 -2.08 1.88
H 2.14 0.52 -2.72
H 0.95 1.33 4.11
O 3.96 0.15 -0.09
H 2.37 -1.27 0.20
H -4.51 -0.76 -2.25
C 4.49 -0.18 -1.38
O 1.64 -1.85 0.44
H -1.63 2.42 -1.29
H -0.44 1.70 3.11
H -0.09 2.70 4.59
H 2.06 3.42 -0.26
H 1.05 -2.42 -1.44
H 1.01 0.79 0.15
O 0.19 0.85 -3.35
H -3.59 1.37 3.10
H -3.12 1.53 -0.85
O 1.00 3.12 3.01
C -2.16 1.46 -1.39
H 1.79 2.67 2.71
O 1.70 1.45 0.41
O -2.20 0.21 1.95
H 3.19 0.75 -0.02
C 1.41 -2.88 -0.48
O -1.31 0.40 -0.92
C 1.57 0.68 -3.67
H -0.33 -4.19 2.96
H -1.35 -3.04 3.83
H -4.28 -0.10 2.54
C -3.32 0.34 2.83
H -2.76 -1.16 -2.39
H -3.05 -0.09 3.82
H 0.39 3.06 0.38
H -1.52 0.10 -0.05
H 5.50 -0.55 -1.12
O -3.83 -0.95 -4.27
H 4.55 0.73 -1.97
H 3.95 -0.92 -1.99
O -0.37 -2.14 2.34
H -2.45 1.18 -2.38
C 1.26 2.69 -0.25
H -3.94 -2.33 -2.87
H 1.05 2.45 -1.26
H 2.02 1.60 -4.18
*
```

=====

Run 2
The following is a DFT calculation (wB97M-V/def2-TZVPD) of a 9-piece molecular cluster, C9H36O9 overall.

Computed properties:
E_HOMO	-9.810	eV
SMILES	CO.CO.CO.CO.CO.CO.CO.CO.CO
HOMO-LUMO gap	10.0	eV
LUMO	0.180	eV

ORCA input file:
```
! RIJCOSX wB97M-V def2-TZVPD def2/J DEFGRID3
* xyz 0 1
H 26.95 -4.59 4.90
O 29.56 -3.27 -2.69
H 23.36 -7.31 -6.29
H 29.05 -2.96 -0.65
H 23.85 -7.32 -3.89
H 27.22 -1.94 1.41
H 28.63 -2.65 2.13
H 21.61 -5.21 2.98
H 27.76 -2.78 -1.81
H 22.59 -3.32 -2.88
H 22.21 -7.53 -1.75
H 20.93 -3.19 -3.48
H 21.93 -9.70 -1.20
C 28.83 -2.63 -1.67
H 27.81 -5.94 -2.72
H 21.28 -2.77 -1.82
H 26.75 -6.83 4.38
C 21.67 -2.72 -2.84
C 24.48 -4.84 -1.07
H 26.46 -4.27 1.21
H 28.99 -1.54 -1.64
O 22.27 -9.14 -0.49
H 25.27 -8.20 -4.41
O 25.04 -5.56 0.02
C 27.79 -6.84 -2.10
H 25.22 -4.09 -1.40
O 23.54 -4.95 2.24
H 23.83 -4.17 2.74
O 21.95 -1.39 -3.26
H 24.22 -5.52 -1.89
H 28.25 -6.63 -1.13
H 28.36 -7.63 -2.59
H 22.56 -6.68 2.71
H 23.56 -4.33 -0.79
H 26.36 -5.86 2.99
H 25.05 -6.53 -4.91
C 22.88 -7.98 -1.00
O 23.95 -7.97 -5.93
C 22.61 -5.65 3.06
O 26.46 -7.32 -1.93
H 23.89 -8.13 -1.41
C 26.04 -6.07 4.02
H 30.48 -3.33 -2.40
H 25.99 -6.71 -1.35
H 26.99 -2.84 2.90
H 22.94 -7.24 -0.20
H 24.57 -5.32 0.85
C 24.52 -7.47 -4.73
H 22.90 -5.63 4.11
H 22.15 -0.88 -2.48
O 26.05 -4.92 4.85
C 27.57 -2.82 1.98
O 27.38 -3.97 1.18
H 25.07 -6.55 3.99
*
```

=====

Order from most stable to least stable according to the calculation: run 1, run 2